1.
The following is a quantum chemistry calculation of a cluster of 2 separate species, CH5NOS2 in total at a distorted geometry, from the OMol25 dataset.

## Properties
* energy relative to the best compared isomer or geometry (same formula, charge and spin): 18.92 kcal/mol
* LUMO energy: 0.0151 Eh
* SMILES string: NC=O.SS

ORCA input file:
```
! RIJCOSX wB97M-V def2-TZVPD def2/J DEFGRID3
* xyz 0 1
N 0.3064 -1.7181 0.0717
C -0.0240 -0.6611 0.7780
O -1.1272 -0.1826 0.9271
H -0.3679 -2.4317 -0.1239
H 1.1179 -1.7634 -0.4970
H 0.8901 -0.3874 1.3456
S 0.8209 2.2114 -0.0752
S -0.2900 2.0277 -1.8271
H -0.1713 1.7529 0.6742
H -1.1548 1.1522 -1.2733
*
```

2.
The following is a quantum chemistry calculation of a structure of composition C9H16AsN7O8S2V, from the OMol25 dataset.

## Properties
* energy relative to the best compared isomer or geometry (same formula, charge and spin): 0.00 kcal/mol
* LUMO energy (alpha / beta): -0.2754 / -0.2530 Eh

ORCA input file:
```
! RIJCOSX wB97M-V def2-TZVPD def2/J DEFGRID3
* xyz 2 2
V -0.0525 -0.4213 -0.1567
O 2.6844 -0.7345 -2.9155
As 3.1496 -0.3691 -1.2817
O 2.6740 1.3148 -1.3229
O 1.4775 -0.9255 -0.4905
C 2.2569 2.0516 -2.4136
C 3.1969 2.5838 -3.2724
C 2.7940 3.4016 -4.3190
C 1.4535 3.7089 -4.5101
C 0.5046 3.1919 -3.6494
C 0.9062 2.3574 -2.6064
S -0.3505 1.7113 -1.6046
O -0.5589 0.2328 -1.9204
O -1.5480 2.4677 -1.7376
O 0.1364 1.5603 -0.1798
H 3.1309 -1.4939 -3.3141
H 4.2444 2.3725 -3.1034
H 3.5414 3.8138 -4.9835
H 1.1494 4.3561 -5.3199
H -0.5433 3.4295 -3.7682
N -2.2970 0.2170 0.2890
N -2.4129 0.6717 1.6097
C -1.4097 0.4507 2.4757
N -1.5537 0.8585 3.7192
N -0.3522 -0.2098 1.9490
N 0.6390 -0.6872 2.7928
O 0.7282 -0.3102 3.9353
O 1.3919 -1.4865 2.2677
H -2.4971 0.9939 -0.3441
H -2.9813 -0.5193 0.1226
H -3.2157 1.2237 1.8726
H -2.4163 1.2784 4.0280
H -0.7936 0.7387 4.3727
C 0.0936 -6.2859 -0.6258
N -0.5718 -4.9974 -0.7885
C -0.1963 -3.8827 -0.1896
N 0.8846 -3.8667 0.5713
S -1.2187 -2.4965 -0.4276
H -0.4966 -7.0422 -1.1327
H 0.1527 -6.5540 0.4298
H 1.0914 -6.2711 -1.0665
H -1.3636 -4.9358 -1.4094
H 1.4263 -4.7042 0.7193
H 1.1074 -3.0521 1.1272
*
```

3.
The following is a quantum chemistry calculation of a structure of composition C8H16MnN2PS at a distorted geometry, from the OMol25 dataset.

## Properties
* energy relative to the best compared isomer or geometry (same formula, charge and spin): 28.32 kcal/mol
* LUMO energy (alpha / beta): 0.1206 / 0.1184 Eh

ORCA input file:
```
! RIJCOSX wB97M-V def2-TZVPD def2/J DEFGRID3
* xyz -1 6
C 1.5471 -0.4457 -2.9157
C 0.5612 0.0068 -3.8214
C -0.7269 -0.5778 -3.8344
C -1.0602 -1.4602 -2.7838
C -0.0948 -1.8432 -1.8244
Mn 0.4145 -0.1343 -1.5666
P -0.7277 1.8226 -1.4568
H 2.5934 -0.1493 -2.9690
H 0.8079 0.7887 -4.5450
H -1.4502 -0.3398 -4.6112
H -0.2701 -2.6279 -1.0849
H -2.0782 -1.8620 -2.7091
H -1.6817 1.9939 -0.4090
H -1.5384 2.2355 -2.5651
H 0.0550 3.0085 -1.2936
C 0.8727 1.0499 3.8655
N 1.0825 0.9425 2.4259
C 0.8893 -0.1406 1.6690
S 1.7430 -0.2001 0.1353
N 0.1312 -1.1721 2.0870
C -1.0929 -0.9937 2.8765
H 1.0368 0.0973 4.3784
H -0.1361 1.4220 4.0693
H 1.5928 1.7791 4.2445
H 1.6492 1.6624 1.9773
H 0.1116 -1.9548 1.4313
H -1.7214 -1.8751 2.7167
H -0.8513 -0.9317 3.9432
H -1.6584 -0.1010 2.5701
*
```

4.
The following is a quantum chemistry calculation of a cluster of 2 separate species, C3H8F2NO in total at a distorted geometry, from the OMol25 dataset.

## Properties
* energy relative to the best compared isomer or geometry (same formula, charge and spin): 29.90 kcal/mol
* LUMO energy: -0.2022 Eh

ORCA input file:
```
! RIJCOSX wB97M-V def2-TZVPD def2/J DEFGRID3
* xyz 1 1
C -1.1303 0.4481 0.6604
C 0.9352 0.9238 -0.6268
C 0.0725 -1.2290 -0.5696
N -0.0449 0.1919 -0.1632
O -1.2284 -1.7102 -0.5396
F 2.7268 0.0283 1.2913
F 0.9212 -1.8910 0.3183
H -1.1455 -0.1632 1.5469
H -1.2643 1.4604 1.0636
H -2.2129 0.3023 0.1380
H 1.0786 1.9546 -0.4138
H 1.7425 0.5766 -1.2488
H 2.5409 -0.6581 1.9048
H 0.3218 -1.2188 -1.5595
H -1.2377 -2.5870 -0.1694
*
```

5.
The following is a quantum chemistry calculation of a cluster of 2 separate species, C12H19N2O in total at a distorted geometry, from the OMol25 dataset.

## Properties
* energy relative to the best compared isomer or geometry (same formula, charge and spin): 106.50 kcal/mol
* LUMO energy (alpha / beta): -0.0927 / -0.2033 Eh

ORCA input file:
```
! RIJCOSX wB97M-V def2-TZVPD def2/J DEFGRID3
* xyz 1 3
C 3.9476 1.4209 0.0022
C -3.6485 -0.4331 0.1212
C -0.4217 3.2286 -0.3195
C -0.7436 -0.7324 -1.9651
C 3.6552 0.2827 -0.5770
C -3.0559 -1.6100 0.3472
C -0.3598 2.4345 0.7132
C -1.3324 -1.5550 -1.2997
C 2.3826 -0.5592 -0.2485
C -2.1495 -2.4538 -0.5726
C -0.8457 1.0251 0.7849
C 0.2253 -0.0680 0.7616
N 1.3682 0.3552 0.2916
N 0.0184 -1.2720 1.2782
O 2.5071 -1.5405 0.8161
H 4.8524 2.0464 -0.1663
H 3.3095 1.8065 0.7757
H -4.1449 -0.0138 0.9845
H -3.9476 -0.1114 -0.8397
H -0.2733 4.2753 -0.2500
H -0.6833 2.9061 -1.2567
H 2.0912 -1.0029 -1.1925
H -0.1915 0.0642 -2.4932
H 4.3517 -0.2172 -1.2369
H -3.0230 -2.0355 1.3922
H 0.0026 2.7797 1.7907
H -2.6934 -3.2869 -1.1740
H -1.6284 -3.0843 0.0677
H -1.4573 0.6354 -0.0720
H -1.3797 0.7884 1.7223
H 1.3203 1.2931 -0.0605
H 3.4486 -1.7181 1.1526
H -0.9760 -1.3742 1.5848
H 0.5341 -2.1527 1.2166
*
```

6.
The following is a quantum chemistry calculation of a cluster of 11 separate species, C42H106O11 in total at a distorted geometry, from the OMol25 dataset.

## Properties
* energy relative to the best compared isomer or geometry (same formula, charge and spin): 31.77 kcal/mol
* LUMO energy: 0.0237 Eh
* SMILES string: CC(C)O.CC(C)O.CCOCC.CCOCC.CCOCC.CCOCC.CCOCC.CCOCC.CCOCC.CCOCC.CCOCC

ORCA input file:
```
! RIJCOSX wB97M-V def2-TZVPD def2/J DEFGRID3
* xyz 0 1
C 1.3996 4.6744 0.7190
C 0.3154 4.5453 -0.3425
C 0.6904 3.7982 -1.6499
O -0.7982 3.8565 0.2297
H 2.3926 4.9556 0.2635
H 1.5833 3.7045 1.1871
H 1.1371 5.4794 1.4791
H 0.0593 5.5828 -0.6389
H 1.3718 4.3297 -2.2819
H -0.2565 3.7032 -2.1736
H 1.0945 2.8145 -1.4894
H -1.5450 4.1405 -0.2814
C -1.5986 0.0559 1.0801
C -0.0515 0.1670 1.0137
C 0.5416 0.0224 -0.3579
O 0.3233 1.4406 1.6641
H -1.8955 0.2187 2.1061
H -1.9763 -0.9268 0.9635
H -2.1405 0.7484 0.4115
H 0.3216 -0.6156 1.6711
H 0.3341 -0.9979 -0.7339
H 1.6221 0.1025 -0.3999
H 0.1175 0.6620 -1.0505
H -0.2433 2.1296 1.2738
C -0.2543 -0.3783 -4.3284
C -0.6453 -1.7129 -3.6936
O -0.4703 -2.8209 -4.6309
C -0.9919 -4.0571 -4.1728
C 0.0510 -4.8832 -3.4870
H -0.7119 -0.2639 -5.3033
H -0.6284 0.4241 -3.7098
H 0.8405 -0.3025 -4.4235
H -0.0495 -1.9410 -2.7644
H -1.7218 -1.6278 -3.4188
H -1.8093 -3.9089 -3.5577
H -1.4504 -4.6943 -4.9751
H 0.6629 -5.3938 -4.2235
H -0.3833 -5.7351 -2.8241
H 0.7130 -4.3411 -2.7964
C 4.5772 0.9945 0.6295
C 5.5437 1.1798 -0.5422
O 6.2883 -0.0296 -0.6997
C 7.1265 -0.1256 -1.8692
C 7.8024 -1.4987 -1.8937
H 4.0918 1.9412 0.7577
H 3.8381 0.2596 0.4615
H 5.1402 0.8217 1.5407
H 4.9718 1.3529 -1.5061
H 6.2536 1.9939 -0.3737
H 6.4139 -0.0137 -2.6931
H 7.8291 0.7353 -1.8541
H 7.0062 -2.2219 -1.9748
H 8.3016 -1.7409 -0.9547
H 8.4644 -1.5406 -2.7850
C -4.5761 2.1750 2.8552
C -3.1995 2.6737 2.9949
O -3.1680 3.9643 3.5348
C -1.8887 4.6685 3.6314
C -2.0446 5.9031 4.4819
H -4.9848 2.3017 3.8425
H -5.0627 2.8711 2.1864
H -4.6459 1.1895 2.4722
H -2.6332 1.9870 3.7094
H -2.6069 2.6675 2.0430
H -1.1747 3.9632 4.1022
H -1.5323 4.9702 2.6143
H -2.3748 5.6155 5.5146
H -2.7299 6.6008 4.0776
H -1.0388 6.3520 4.4661
C 2.9311 -1.8884 -3.6357
C 3.1887 -0.6121 -2.8319
O 3.5085 0.4763 -3.7275
C 2.9564 1.7392 -3.4712
C 3.8104 2.7911 -4.1868
H 2.2710 -2.5281 -3.0059
H 2.4479 -1.6653 -4.5734
H 3.7968 -2.4858 -3.8699
H 2.2743 -0.4160 -2.2340
H 3.9152 -0.6841 -2.0400
H 1.9290 1.7608 -3.9589
H 2.9330 1.8972 -2.3506
H 4.7588 3.0620 -3.8043
H 3.2683 3.7149 -4.2075
H 3.9471 2.4148 -5.1830
C -2.1888 -3.3695 -0.5828
C -1.0330 -4.0490 0.0373
O 0.1159 -3.2247 -0.1207
C 1.2999 -4.0095 0.0473
C 2.5398 -3.0846 0.0761
H -2.7304 -2.6261 0.0024
H -1.7254 -2.9326 -1.4633
H -2.9427 -4.1924 -0.8537
H -1.1884 -4.3275 1.0505
H -0.8956 -5.0500 -0.4511
H 1.2246 -4.5922 0.9838
H 1.3110 -4.7277 -0.7373
H 3.5335 -3.6151 0.1959
H 2.5202 -2.5293 0.9976
H 2.5897 -2.4931 -0.8577
C -1.8617 -7.2623 4.3312
C -2.1537 -5.7767 4.6741
O -0.9787 -5.0615 4.4016
C -1.2179 -3.6566 4.4896
C 0.0445 -2.8883 4.2245
H -2.7914 -7.8820 4.4359
H -1.4823 -7.2459 3.2867
H -1.1409 -7.7782 4.9616
H -2.9582 -5.4515 4.0861
H -2.4423 -5.5754 5.6741
H -1.9889 -3.3759 3.7677
H -1.6647 -3.4056 5.4461
H 0.5301 -2.9992 3.2624
H 0.8089 -3.1819 4.9172
H -0.1662 -1.8160 4.2385
C 1.7809 1.4743 4.8635
C 2.7115 0.5676 4.0126
O 3.1337 -0.5541 4.7446
C 4.2426 -1.2484 4.1729
C 5.0243 -2.0046 5.2645
H 1.3104 2.1934 4.1358
H 1.0157 0.8805 5.3618
H 2.2674 2.0178 5.6548
H 2.1793 0.0625 3.2001
H 3.5619 1.0991 3.6308
H 4.0092 -1.9525 3.3826
H 4.9126 -0.5561 3.7003
H 5.4213 -1.2995 6.0309
H 5.8387 -2.5265 4.7320
H 4.4654 -2.8198 5.7731
C -3.5784 -0.5612 -5.5424
C -4.8462 -0.3658 -4.7258
O -4.7010 -1.0102 -3.4156
C -5.9026 -0.8979 -2.6704
C -5.6575 -1.5166 -1.3480
H -2.7895 0.2120 -5.3846
H -3.1673 -1.5497 -5.4013
H -3.7990 -0.4757 -6.5796
H -5.0672 0.6975 -4.5193
H -5.6210 -0.8625 -5.2838
H -6.2230 0.1019 -2.5956
H -6.7370 -1.4389 -3.2068
H -5.1052 -2.4146 -1.5236
H -6.6541 -1.7431 -0.9114
H -5.1124 -0.8681 -0.6721
C -3.3601 2.4688 -2.0543
C -3.9337 3.0505 -0.8327
O -3.4121 4.4302 -0.8671
C -3.9121 5.2549 0.1451
C -3.1303 6.5415 0.2971
H -3.7950 3.0075 -2.9168
H -2.2569 2.4403 -2.0898
H -3.6143 1.4155 -2.1791
H -5.0200 3.0943 -0.8363
H -3.6066 2.5841 0.0996
H -4.9625 5.5001 -0.1431
H -3.9352 4.6964 1.1196
H -2.0980 6.2584 0.3737
H -3.5611 7.1298 1.0709
H -3.1563 7.1249 -0.6304
*
```

7.
The following is a quantum chemistry calculation of a structure of composition C34H51BrN2P2Ru at a distorted geometry, from the OMol25 dataset.

## Properties
* LUMO energy (alpha / beta): -0.4603 / -0.5229 Eh

ORCA input file:
```
! RIJCOSX wB97M-V def2-TZVPD def2/J DEFGRID3
* xyz 4 5
C 2.7943 4.5632 -1.4878
C 1.8263 4.0159 -2.3572
C 2.0449 4.0036 -3.7417
C 3.1901 4.6448 -4.2279
N 4.0712 5.1973 -3.4025
C 3.9069 5.1772 -2.0836
C 0.5565 3.5384 -1.8934
C -0.5233 3.1599 -1.4523
C -1.5439 2.5214 -0.6544
C -1.4719 1.0848 -0.3723
C -2.6303 0.4092 0.1592
C -3.2368 1.2750 1.0991
C -3.4859 2.6386 0.7710
C -2.5992 3.2525 -0.1325
Ru -1.0614 0.1821 1.4896
P 1.1174 -0.4940 0.1329
H 1.2557 3.6330 -4.3866
H 2.6099 4.6360 -0.4206
H 3.3730 4.6309 -5.2991
H 4.6875 5.6055 -1.4586
H -2.7275 4.3234 -0.4003
H -0.9511 0.4895 -1.1143
H -4.3204 3.2299 1.1566
H -2.8943 -0.6103 -0.0332
C 1.9906 -2.1382 0.2200
C 3.2219 -2.4229 -0.6597
H 1.2219 -2.8881 -0.0193
H 2.2250 -2.3275 1.2764
H 3.5250 -3.4659 -0.4864
H 2.9923 -2.3329 -1.7308
H 4.1032 -1.8152 -0.4100
C 1.4132 0.0729 -1.6759
C 2.7675 0.6415 -2.0839
H 0.7116 0.8815 -1.9098
H 1.1524 -0.7440 -2.3636
H 2.7503 0.8868 -3.1545
H 2.9539 1.5923 -1.5761
H 3.6339 -0.0125 -1.9480
C 2.2948 0.6290 1.0006
C 3.8050 0.4000 0.9777
H 2.0144 0.5937 2.0602
H 2.0662 1.6544 0.6765
H 4.2561 1.1549 1.6378
H 4.0609 -0.5785 1.3993
H 4.2959 0.5177 0.0038
Br -4.2379 0.3914 2.5304
P -1.3294 -1.9513 -1.6678
C -0.2120 -2.8339 -2.7650
C -0.8014 -4.0773 -3.4141
H 0.6591 -3.0866 -2.1314
H 0.0981 -2.1048 -3.5337
H -0.0188 -4.5252 -4.0340
H -1.1003 -4.8423 -2.6891
H -1.6472 -3.8478 -4.0748
C -2.4513 -3.0968 -0.8440
C -3.8987 -3.1557 -1.3432
H -2.4302 -2.8079 0.2242
H -1.9506 -4.0736 -0.9220
H -4.4683 -3.7930 -0.6503
H -4.3794 -2.1634 -1.3627
H -3.9627 -3.6156 -2.3408
C -2.3154 -0.7877 -2.7306
C -2.8402 -1.3312 -4.0362
H -1.6453 0.0612 -2.9439
H -3.1233 -0.3914 -2.0997
H -3.3793 -0.5248 -4.5390
H -2.0294 -1.6135 -4.7091
H -3.5296 -2.1687 -3.9090
C -2.0094 0.4668 4.9331
N -1.3522 1.1414 3.7862
C -1.6145 2.6088 3.7172
C 0.1201 0.8586 3.6853
C 0.3521 -0.6310 3.7414
C 1.0802 -1.1750 4.7962
C 1.1974 -2.5683 4.8744
C 0.6682 -3.3808 3.8654
C -0.0052 -2.8224 2.7553
C -0.1712 -1.4223 2.7177
H -1.5354 0.8153 5.8539
H -1.9319 -0.6190 4.8238
H -3.0631 0.7396 4.9356
H -1.7199 0.6692 2.8605
H -1.0967 3.0520 4.5751
H -1.1965 2.9968 2.7843
H -2.6895 2.8084 3.7447
H 0.4034 1.3541 2.7208
H 0.6058 1.4032 4.4990
H 1.4449 -0.4803 5.5613
H 1.7120 -2.9908 5.7361
H 0.7711 -4.4680 3.9536
H -0.4200 -3.4234 1.9404
*
```

8.
The following is a quantum chemistry calculation of a structure of composition C2H5ClN2 at a distorted geometry, from the OMol25 dataset.

## Properties
* energy relative to the best compared isomer or geometry (same formula, charge and spin): 85.18 kcal/mol
* LUMO energy: 0.0128 Eh

ORCA input file:
```
! RIJCOSX wB97M-V def2-TZVPD def2/J DEFGRID3
* xyz 0 1
C -0.3711 -0.2784 0.7928
C -0.7691 -0.6351 -0.5015
H 2.2720 1.4298 0.3789
H 0.4578 1.7478 -0.2916
H -0.9861 -0.6183 1.6443
H -1.4086 0.1099 -1.0244
H 0.2180 -0.8300 -0.8471
N 1.4680 0.8863 -0.1659
N 0.7172 0.3102 1.0209
Cl -1.5981 -2.1222 -1.0063
*
```

9.
The following is a quantum chemistry calculation of a structure of composition C14H17Cl2LuN at a distorted geometry, from the OMol25 dataset.

## Properties
* energy relative to the best compared isomer or geometry (same formula, charge and spin): 0.00 kcal/mol
* LUMO energy (alpha / beta): 0.1127 / 0.1011 Eh

ORCA input file:
```
! RIJCOSX wB97M-V def2-TZVPD def2/J DEFGRID3
* xyz -1 1
Lu 0.7921 2.3857 0.7955
Cl -0.6351 3.8848 -0.4428
Cl 2.4016 3.3167 2.3019
C 1.9055 1.0526 -0.6199
H 1.5350 0.3157 -1.3287
H 3.0139 1.0785 -0.6138
C -0.7187 -0.3091 -2.5962
C 0.4574 -0.8056 -3.0412
H -1.2650 -0.7973 -1.7869
C 1.2532 -0.1509 -4.1383
H 0.8497 -1.7578 -2.6622
C 0.8713 1.3315 -4.2878
H 2.3306 -0.2430 -3.9556
H 1.0286 -0.6431 -5.0955
C -0.6501 1.4698 -4.3916
H 1.2292 1.8745 -3.4082
H 1.3544 1.7545 -5.1793
C -1.3572 0.9315 -3.1382
H -0.9336 2.5141 -4.5552
H -0.9853 0.8940 -5.2656
H -1.3631 1.7138 -2.3738
H -2.4137 0.7380 -3.3622
N -0.3882 0.9148 1.9502
C -0.6418 0.0614 2.7168
C -0.7063 -0.9564 3.6885
C -1.9178 -1.2795 4.3252
C -1.8990 -2.1181 5.4396
C -0.6830 -2.6379 5.9122
C 0.5137 -2.3720 5.2272
C 0.5032 -1.5532 4.1038
H -2.8534 -0.8532 3.9310
H -2.8443 -2.3568 5.9392
H -0.6688 -3.2601 6.8113
H 1.4652 -2.7964 5.5559
H 1.4198 -1.3416 3.5447
*
```

10.
The following is a quantum chemistry calculation of an isolated molecule of C5H8O, from the OMol25 dataset.

## Properties
* energy relative to the best compared isomer or geometry (same formula, charge and spin): 97.61 kcal/mol
* LUMO energy (alpha / beta): -0.0226 / -0.0226 Eh

ORCA input file:
```
! RIJCOSX wB97M-V def2-TZVPD def2/J DEFGRID3
* xyz 0 1
C 2.6901 -0.0950 -0.1110
C 1.4022 -0.1610 0.2813
C 0.3827 -0.1312 -0.7350
C -0.9264 0.4184 -0.2996
C -1.8970 -0.7700 -0.1888
O -1.0307 1.1123 0.9482
H 3.5065 0.0012 0.6028
H 1.1675 -0.1419 1.3499
H 2.9460 -0.0813 -1.1672
H -1.2930 1.0662 -1.1135
H -1.6184 -1.3977 0.6640
H -2.9011 -0.3779 -0.0036
H -1.8997 -1.3750 -1.0971
H -0.5288 1.9329 0.8694
*
```